Density functional theory data (wB97M-V/def2-TZVPD) for an isolated molecule of C4H13N2 at a distorted geometry.

Total energy, Eh: -269.515974
Max |F|, Eh/bohr: 0.09998
LUMO energy (spin up / spin down), eV: 1.0 / 0.8
⟨S²⟩: 0.75
Spin multiplicity: 2
Net charge: 0
Gap between HOMO and LUMO (spin up / spin down), hartree: 0.1590 / 0.3842
Relative energy (zero: lowest compared OMol25 entry of this formula, charge and spin), kcal per mole: 77.90

Positions of all 19 atoms, in Å:
C (1.319, -2.014, 0.278)
C (0.308, -0.865, 0.060)
C (0.979, 0.605, 0.082)
C (-0.071, 1.879, -0.014)
N (-1.305, 1.586, -0.886)
N (-0.963, -1.165, 0.719)
H (0.651, -2.911, 0.489)
H (2.015, -1.821, 1.171)
H (1.957, -2.306, -0.571)
H (0.012, -1.025, -1.030)
H (1.570, 0.768, -0.938)
H (1.672, 0.874, 0.980)
H (-0.600, 2.250, 0.919)
H (0.555, 2.565, -0.619)
H (-1.945, 2.310, -0.759)
H (-1.489, 0.534, -0.605)
H (-1.141, 1.653, -1.859)
H (-0.832, -1.983, 1.338)
H (-1.756, -1.479, 0.217)